Record 1
Molecular formula: C5H5N
Method: DFT, ωB97M-V with the def2-TZVPD basis set

* energy relative to the best compared isomer or geometry (same formula, charge and spin): 4.8990 eV
* spin multiplicity: 1
* DFT total energy: -6751.009 eV
* total charge: 0
* structure (SMILES): C1=NCC2=C1C2
* HOMO-LUMO gap: 9.96 eV
* highest occupied orbital energy: -9.1 eV
* lowest unoccupied orbital energy: 0.828 eV

Structure (XYZ):
```
11
C5H5N | the OMol25 dataset | ωB97M-V with the def2-TZVPD basis set
C 0.732 -0.926 1.095
N 1.010 0.271 1.414
C 0.434 1.231 0.487
C -0.177 0.408 -0.565
C 0.073 -0.876 -0.374
C -1.102 -0.587 -1.294
H 1.027 -1.830 1.668
H 1.388 1.897 0.080
H -0.312 1.815 1.037
H -0.964 -0.638 -2.465
H -2.108 -0.765 -1.083
```

Record 2
Molecular formula: C29H34AlAsFIN2O2
Method: DFT, ωB97M-V with the def2-TZVPD basis set

* energy relative to the best compared isomer or geometry (same formula, charge and spin): 0.3105 eV
* spin multiplicity: 1
* DFT total energy: -115949.113 eV
* total charge: 0
* HOMO-LUMO gap (alpha / beta): 4.19 / 4.19 eV
* highest occupied orbital energy (alpha / beta): -5.4 / -5.4 eV
* lowest unoccupied orbital energy (alpha / beta): -1.216 / -1.216 eV

Structure (XYZ):
```
71
C29H34AlAsFIN2O2 | the OMol25 dataset | ωB97M-V with the def2-TZVPD basis set
Al 0.003 0.929 -0.185
C -0.499 0.173 -4.828
C 0.841 0.580 -4.228
N 1.735 0.897 -5.110
C 2.983 1.106 -4.659
C 3.398 1.230 -3.361
C 4.834 1.428 -3.000
O 4.841 2.769 -2.556
C 2.335 1.201 -2.374
C 2.670 1.403 -0.992
N 1.970 0.870 0.041
C 2.572 0.192 1.132
C 3.731 -0.498 0.851
C 4.349 -1.193 1.902
C 3.849 -1.158 3.234
C 2.614 -0.640 3.428
C 1.958 0.083 2.371
I 0.360 1.395 2.838
C 1.043 0.842 -2.732
O 0.040 0.649 -1.934
H -0.613 0.551 -5.823
H -1.340 0.389 -4.089
H -0.517 -0.881 -4.847
H 3.742 1.118 -5.480
H 5.500 1.464 -3.934
H 5.200 0.702 -2.214
H 5.706 2.910 -2.100
H 3.571 1.936 -0.745
H 4.189 -0.489 -0.159
H 5.241 -1.771 1.686
H 4.479 -1.500 4.053
H 2.097 -0.638 4.382
F -2.130 6.626 -0.238
C -1.758 5.367 0.167
C -0.404 5.160 0.555
C 0.085 3.848 0.537
C -0.663 2.816 0.054
C -2.029 3.054 -0.207
C -2.611 4.309 -0.176
H 0.214 6.035 0.757
H 1.077 3.668 0.854
H -2.675 2.197 -0.431
H -3.677 4.490 -0.222
C -2.962 -0.718 3.539
As -3.310 -1.058 1.634
C -4.758 -2.361 1.930
C -4.229 0.077 0.394
H -3.747 -0.065 3.902
H -1.908 -0.319 3.736
H -2.873 -1.658 3.993
H -4.775 -3.203 1.208
H -5.704 -1.806 1.759
H -4.791 -2.876 2.880
H -4.120 1.135 0.484
H -5.316 -0.162 0.387
H -3.930 -0.212 -0.623
C -2.151 -4.021 0.005
C -1.193 -3.158 0.874
C -1.192 -3.671 2.291
C 0.242 -3.313 0.255
C -1.546 -1.664 0.877
C -1.160 -0.507 0.514
H -1.745 -4.984 -0.084
H -2.266 -3.465 -0.964
H -3.129 -4.170 0.517
H -1.300 -4.732 2.162
H -2.065 -3.343 2.889
H -0.256 -3.340 2.854
H 0.557 -4.347 0.132
H 0.951 -2.783 0.987
H 0.365 -2.892 -0.750
```

Record 3
Molecular formula: C6H9N
Method: DFT, ωB97M-V with the def2-TZVPD basis set

* energy relative to the best compared isomer or geometry (same formula, charge and spin): 5.4823 eV
* spin multiplicity: 1
* DFT total energy: -7852.677 eV
* total charge: 0
* HOMO-LUMO gap: 10.05 eV
* highest occupied orbital energy: -9.0 eV
* lowest unoccupied orbital energy: 1.048 eV

Structure (XYZ):
```
16
C6H9N | the OMol25 dataset | ωB97M-V with the def2-TZVPD basis set
C -0.069 -1.422 0.629
C -0.257 0.089 1.102
C -1.389 0.222 0.169
C -0.525 -0.781 -0.634
C 0.824 -0.145 -0.829
C 0.832 0.740 0.437
H -0.857 -2.189 1.154
H 0.998 -1.424 0.632
H -0.356 0.229 2.240
H -1.646 1.262 -0.105
H -2.211 -0.238 0.583
H -0.537 -1.554 -1.385
H 1.479 -0.721 -1.616
H 1.406 1.809 -1.033
H 1.788 1.037 0.756
N 0.492 1.367 -0.924
```

Record 4
Molecular formula: C17H46N10O27
Method: DFT, ωB97M-V with the def2-TZVPD basis set

* spin multiplicity: 1
* DFT total energy: -88528.650 eV
* total charge: 0
* HOMO-LUMO gap: 9.75 eV
* highest occupied orbital energy: -10.4 eV
* lowest unoccupied orbital energy: -0.641 eV

Structure (XYZ):
```
100
C17H46N10O27 | the OMol25 dataset | ωB97M-V with the def2-TZVPD basis set
C 0.330 -5.275 -0.717
O -0.610 -4.232 -0.791
H 0.894 -5.314 0.215
H -0.173 -6.233 -0.853
H 1.098 -5.227 -1.489
H -0.126 -3.407 -0.709
C -4.802 2.660 3.148
N -3.449 1.993 2.854
O -2.465 2.742 2.896
O -3.506 0.770 2.739
H -4.848 2.785 4.230
H -5.521 1.868 2.938
H -4.937 3.575 2.571
C -2.244 -4.593 2.032
N -3.005 -3.413 1.539
O -2.508 -2.314 1.804
O -4.061 -3.615 0.983
H -1.297 -4.354 2.515
H -2.227 -5.310 1.210
H -2.926 -5.126 2.694
C -0.626 0.803 0.807
N -0.002 0.019 -0.276
O 0.891 0.444 -0.941
O -0.564 -1.024 -0.591
H -1.424 0.266 1.319
H -1.129 1.649 0.338
H 0.207 1.129 1.431
C -1.782 4.323 -1.544
N -1.365 5.113 -0.375
O -0.209 5.146 -0.050
O -2.234 5.905 0.067
H -2.850 4.106 -1.522
H -1.163 3.427 -1.507
H -1.575 4.967 -2.398
C -4.668 -0.764 -0.001
N -4.325 0.662 -0.387
O -5.196 1.524 -0.044
O -3.366 0.911 -1.126
H -3.856 -1.479 -0.133
H -5.504 -1.055 -0.637
H -4.902 -0.673 1.060
C -2.536 -2.160 -3.409
N -1.490 -2.932 -4.208
O -1.632 -4.126 -4.283
O -0.602 -2.329 -4.780
H -1.966 -1.506 -2.750
H -3.122 -2.930 -2.906
H -3.143 -1.693 -4.184
C 3.879 1.490 -1.770
N 5.092 1.968 -2.452
O 5.018 2.132 -3.652
O 6.064 2.212 -1.815
H 4.226 0.604 -1.237
H 3.098 1.188 -2.468
H 3.585 2.313 -1.119
C 0.022 1.371 -3.851
N -1.347 1.787 -4.062
O -1.628 2.945 -4.111
O -2.174 0.789 -4.141
H 0.123 0.298 -3.690
H 0.491 1.880 -3.009
H 0.592 1.534 -4.765
C 2.876 -1.585 2.508
N 2.763 -1.899 1.059
O 3.768 -1.587 0.402
O 1.655 -2.329 0.660
H 2.780 -0.500 2.505
H 3.854 -1.964 2.804
H 2.205 -2.233 3.072
C 1.769 3.529 3.288
N 2.405 3.373 1.948
O 3.373 4.101 1.702
O 1.886 2.609 1.105
H 0.685 3.628 3.229
H 2.246 4.385 3.765
H 1.999 2.632 3.864
C 4.519 -0.091 -6.177
O 3.323 -0.658 -5.590
C 3.379 -1.063 -4.270
O 4.426 -1.101 -3.662
O 2.185 -1.405 -3.910
C 2.161 -2.009 -2.681
H 4.869 0.776 -5.616
H 4.351 0.169 -7.222
H 5.339 -0.799 -6.297
H 2.768 -1.468 -1.955
H 2.513 -3.040 -2.696
H 1.103 -2.034 -2.420
C 2.182 1.503 6.460
O 0.978 0.669 6.458
C 0.414 0.131 5.350
O 0.818 0.371 4.186
O -0.728 -0.510 5.717
C -1.524 -1.181 4.770
H 2.970 1.311 5.731
H 2.598 1.477 7.467
H 1.835 2.508 6.221
H -1.456 -0.620 3.838
H -2.549 -1.084 5.128
H -1.264 -2.230 4.625
```

Record 5
Molecular formula: C24H18Cl2IN5O2S4SbW
Method: DFT, ωB97M-V with the def2-TZVPD basis set

* energy relative to the best compared isomer or geometry (same formula, charge and spin): 5.1359 eV
* spin multiplicity: 3
* DFT total energy: -121577.334 eV
* total charge: -1
* HOMO-LUMO gap (alpha / beta): 5.99 / 5.23 eV
* highest occupied orbital energy (alpha / beta): -4.7 / -4.7 eV
* lowest unoccupied orbital energy (alpha / beta): 1.307 / 0.520 eV

Structure (XYZ):
```
58
C24H18Cl2IN5O2S4SbW | the OMol25 dataset | ωB97M-V with the def2-TZVPD basis set
W -0.237 0.520 -0.215
C -3.318 4.033 2.998
C -3.785 2.907 2.332
C -2.900 1.913 1.942
C -1.535 2.040 2.192
C -1.070 3.175 2.849
C -1.959 4.156 3.254
N -0.662 1.014 1.764
C 0.242 0.489 2.689
C 0.323 0.765 4.055
C 1.396 0.283 4.791
C 2.395 -0.482 4.190
C 2.271 -0.836 2.853
C 1.170 -0.397 2.145
N 0.792 -0.775 0.849
N 1.648 -0.699 -0.208
C 1.354 -1.611 -1.286
C 2.311 -1.863 -2.260
C 1.947 -2.626 -3.355
C 0.652 -3.124 -3.455
C -0.231 -2.810 -2.432
N 0.124 -2.070 -1.391
H -4.004 4.814 3.301
H -4.842 2.800 2.122
H -3.252 1.016 1.448
H -0.006 3.296 3.008
H -1.580 5.046 3.743
H -0.427 1.380 4.532
H 1.463 0.526 5.844
H 3.249 -0.815 4.764
H 2.997 -1.475 2.366
H 3.308 -1.456 -2.149
H 2.675 -2.828 -4.132
H 0.331 -3.722 -4.297
H -1.264 -3.144 -2.452
S 0.406 3.849 -3.082
Sb -0.230 3.264 -0.901
S 1.612 2.134 0.099
S -2.350 1.561 -1.316
S -0.894 5.217 -0.070
Cl -4.212 -2.131 -1.004
C -3.277 -2.698 0.401
Cl -2.529 -4.281 0.025
C -2.179 -1.722 0.916
O -1.814 -1.910 2.055
O -1.840 -0.852 0.048
H -3.984 -2.879 1.201
I -3.790 1.145 -4.665
C -1.812 1.121 -4.062
C -0.830 1.506 -4.880
C 0.541 1.509 -4.417
C 0.816 1.094 -3.128
N -0.131 0.694 -2.292
C -1.533 0.610 -2.683
H -1.052 1.859 -5.878
H 1.346 1.819 -5.064
H 1.817 1.119 -2.715
H -1.899 -0.414 -2.558
```

Record 6
Molecular formula: C28H33ClMoN2O3S3
Method: DFT, ωB97M-V with the def2-TZVPD basis set

* energy relative to the best compared isomer or geometry (same formula, charge and spin): 0.0216 eV
* spin multiplicity: 1
* DFT total energy: -85580.191 eV
* total charge: 0
* HOMO-LUMO gap (alpha / beta): 6.96 / 7.05 eV
* highest occupied orbital energy (alpha / beta): -7.5 / -7.7 eV
* lowest unoccupied orbital energy (alpha / beta): -0.523 / -0.646 eV

Structure (XYZ):
```
71
C28H33ClMoN2O3S3 | the OMol25 dataset | ωB97M-V with the def2-TZVPD basis set
Mo 0.694 0.456 1.172
C -0.642 -2.184 4.883
C -0.391 -1.627 3.505
S 0.356 -0.046 3.422
C -0.713 -2.269 2.372
C -1.372 -3.615 2.287
S -0.392 -1.481 0.834
H -0.354 -1.461 5.644
H -0.064 -3.094 5.052
H -1.696 -2.429 5.031
H -1.544 -4.038 3.276
H -0.756 -4.319 1.723
H -2.335 -3.550 1.772
C -3.184 -0.111 -1.624
C -3.581 1.122 -0.826
N -2.431 1.696 -0.130
C -2.074 1.659 1.130
S -0.616 2.551 1.573
N -2.707 1.034 2.127
C -3.600 -0.126 2.049
C -5.044 0.210 2.378
H -4.025 -0.470 -2.218
H -2.845 -0.922 -0.977
H -2.364 0.131 -2.302
H -4.381 0.918 -0.120
H -3.945 1.899 -1.500
H -1.704 2.080 -0.766
H -2.193 1.121 2.994
H -3.211 -0.852 2.764
H -3.495 -0.588 1.069
H -5.122 0.619 3.386
H -5.659 -0.689 2.327
H -5.458 0.948 1.690
C -0.078 0.723 -5.613
C -0.216 -0.361 -4.582
C -1.269 -1.267 -4.648
C -1.396 -2.271 -3.704
Cl -2.750 -3.364 -3.803
C -0.479 -2.415 -2.680
C 0.575 -1.518 -2.605
C 0.702 -0.501 -3.537
O 1.799 0.330 -3.424
C 1.520 1.665 -3.008
C 0.524 1.702 -1.851
O -0.547 2.295 -1.996
O 0.898 1.071 -0.806
H -0.629 0.463 -6.515
H 0.969 0.880 -5.874
H -0.475 1.669 -5.240
H -1.996 -1.189 -5.447
H -0.592 -3.198 -1.944
H 1.308 -1.584 -1.813
H 1.130 2.266 -3.829
H 2.470 2.077 -2.672
C 5.284 3.428 1.418
C 3.900 3.586 1.642
C 3.082 2.492 1.631
C 3.588 1.195 1.378
C 2.725 0.059 1.324
C 3.271 -1.185 1.117
C 4.665 -1.344 0.937
C 5.495 -0.262 0.953
C 4.978 1.040 1.173
C 5.809 2.186 1.199
H 5.930 4.296 1.434
H 3.493 4.569 1.838
H 2.023 2.611 1.850
H 2.635 -2.061 1.082
H 5.067 -2.336 0.775
H 6.561 -0.382 0.800
H 6.874 2.060 1.043
```

Record 7
Molecular formula: C25H28N2O2
Method: DFT, ωB97M-V with the def2-TZVPD basis set

* energy relative to the best compared isomer or geometry (same formula, charge and spin): 0.7517 eV
* spin multiplicity: 1
* DFT total energy: -33455.464 eV
* total charge: 0
* structure (SMILES): COc1ccc(CCN[C@H](C(=O)Nc2cc(C)cc(C)c2)c2ccccc2)cc1
* HOMO-LUMO gap: 8.86 eV
* highest occupied orbital energy: -8.2 eV
* lowest unoccupied orbital energy: 0.700 eV

Structure (XYZ):
```
57
C25H28N2O2 | the OMol25 dataset | ωB97M-V with the def2-TZVPD basis set
C -6.307 -0.629 -2.312
O -5.113 -1.369 -2.374
C -4.349 -1.466 -1.250
C -3.162 -2.187 -1.379
C -2.311 -2.331 -0.304
C -2.611 -1.762 0.930
C -1.681 -1.897 2.104
C -1.147 -0.554 2.626
N 0.021 -0.101 1.882
C -0.253 0.387 0.532
C 1.077 0.699 -0.183
O 1.174 1.550 -1.037
N 2.068 -0.119 0.248
C 3.408 -0.179 -0.141
C 4.225 -1.109 0.500
C 5.563 -1.223 0.163
C 6.451 -2.213 0.856
C 6.080 -0.394 -0.825
C 5.281 0.537 -1.472
C 5.846 1.409 -2.552
C 3.940 0.641 -1.127
C -1.175 1.581 0.456
C -2.253 1.577 -0.419
C -3.106 2.664 -0.485
C -2.891 3.767 0.323
C -1.811 3.784 1.188
C -0.957 2.698 1.251
C -3.804 -1.065 1.054
C -4.668 -0.911 -0.016
H -6.119 0.414 -2.039
H -6.731 -0.668 -3.314
H -7.017 -1.068 -1.603
H -2.927 -2.622 -2.338
H -1.396 -2.893 -0.426
H -0.832 -2.529 1.840
H -2.221 -2.380 2.922
H -1.957 0.192 2.618
H -0.819 -0.689 3.660
H 0.467 0.645 2.410
H -0.708 -0.439 -0.028
H 1.789 -0.749 0.995
H 3.805 -1.744 1.269
H 5.872 -2.889 1.480
H 7.011 -2.798 0.129
H 7.171 -1.693 1.488
H 7.125 -0.478 -1.091
H 5.306 2.350 -2.609
H 6.900 1.612 -2.377
H 5.755 0.909 -3.517
H 3.305 1.357 -1.621
H -2.420 0.719 -1.053
H -3.940 2.650 -1.171
H -3.559 4.615 0.274
H -1.630 4.647 1.812
H -0.107 2.730 1.921
H -4.074 -0.631 2.006
H -5.582 -0.355 0.126
```

Record 8
Molecular formula: C37H41CsF3N9O3P2S3
Method: DFT, ωB97M-V with the def2-TZVPD basis set

* energy relative to the best compared isomer or geometry (same formula, charge and spin): 0.1660 eV
* spin multiplicity: 1
* DFT total energy: -118379.030 eV
* total charge: -2
* HOMO-LUMO gap: 5.40 eV
* highest occupied orbital energy: -1.7 eV
* lowest unoccupied orbital energy: 3.743 eV

Structure (XYZ):
```
99
C37H41CsF3N9O3P2S3 | the OMol25 dataset | ωB97M-V with the def2-TZVPD basis set
Cs -0.105 1.842 1.312
S -2.017 -2.794 -0.243
P -2.060 -1.205 -1.491
C -1.002 0.056 -1.266
P 0.125 0.644 -2.337
S 1.724 1.636 -1.583
C 0.840 -0.611 -3.487
C 1.698 -1.557 -2.925
C 2.244 -2.565 -3.703
C 1.946 -2.646 -5.059
C 1.095 -1.710 -5.625
C 0.544 -0.701 -4.843
C -0.597 1.870 -3.529
C 0.176 2.506 -4.501
C -0.390 3.432 -5.362
C -1.739 3.758 -5.248
C -2.509 3.152 -4.269
C -1.938 2.210 -3.418
C -2.149 -1.895 -3.209
C -1.617 -3.143 -3.510
C -1.639 -3.628 -4.811
C -2.213 -2.879 -5.829
C -2.748 -1.630 -5.540
C -2.706 -1.141 -4.242
C -3.806 -0.596 -1.321
C -4.052 0.518 -0.525
C -5.342 0.998 -0.338
C -6.413 0.372 -0.961
C -6.182 -0.753 -1.745
C -4.893 -1.236 -1.913
H 1.973 -1.486 -1.880
H 2.913 -3.285 -3.244
H 2.371 -3.437 -5.667
H 0.838 -1.772 -6.677
H -0.135 0.008 -5.299
H 1.233 2.273 -4.563
H 0.222 3.913 -6.118
H -2.180 4.489 -5.916
H -3.557 3.410 -4.162
H -2.519 1.728 -2.638
H -1.192 -3.730 -2.704
H -1.203 -4.596 -5.030
H -2.233 -3.260 -6.843
H -3.190 -1.030 -6.327
H -3.116 -0.162 -4.030
H -3.208 0.972 -0.018
H -5.509 1.864 0.293
H -7.420 0.750 -0.830
H -7.013 -1.257 -2.226
H -4.726 -2.124 -2.511
N -0.656 -1.480 4.777
C 0.505 -0.928 5.132
N 1.041 -1.343 6.296
C 2.199 -0.779 6.593
N 2.776 -1.128 7.788
N 2.861 0.109 5.850
C 2.237 0.438 4.716
N 1.067 -0.019 4.307
C 2.963 1.423 3.859
C 3.712 2.425 4.465
C 4.373 3.331 3.657
C 4.288 3.184 2.282
C 3.530 2.140 1.775
N 2.867 1.278 2.541
H -1.051 -2.151 5.410
H -1.170 -1.225 3.928
H 2.451 -1.994 8.182
H 3.761 -0.937 7.851
H 3.742 2.489 5.543
H 4.935 4.147 4.095
H 4.779 3.872 1.607
H 3.424 1.996 0.703
N 3.572 -1.071 -0.056
C 3.912 -1.898 1.094
C 2.885 -3.011 1.294
C 1.594 -2.565 1.969
N 0.909 -1.496 1.251
H 4.341 -0.482 -0.347
H 2.788 -0.461 0.158
H 4.005 -1.331 2.034
H 4.888 -2.353 0.894
H 3.322 -3.797 1.922
H 2.667 -3.458 0.318
H 1.849 -2.179 2.962
H 0.954 -3.447 2.123
H 0.045 -1.304 1.744
H 0.589 -1.818 0.337
N -2.410 -0.673 2.493
H -3.378 -0.970 2.426
H -2.026 -0.895 1.571
H -2.421 0.334 2.624
F 1.358 4.728 6.107
C 0.330 3.925 5.777
F -0.663 4.172 6.648
F 0.732 2.661 5.980
S -0.207 4.212 4.035
O -0.642 5.587 4.066
O 1.000 3.942 3.280
O -1.252 3.224 3.844
```

Question: The lowest total charge belongs to which entry?
Answer: C37H41CsF3N9O3P2S3

Question: Look up the spin multiplicity of the third one.
Answer: 1